ORCA calculation (wB97M-V/def2-TZVPD) on the molecule C5H11NO2 in a non-equilibrium geometry.

E_LUMO, eV: 0.9
HOMO energy, eV: -8.71
Net charge: 0
HOMO-LUMO gap, eV: 9.564
Energy above the lowest of the compared OMol25 structures with the same formula, charge and spin, kcal per mole: 103.4

Each line ends with the natural charge from an NBO analysis.
Atoms and positions in Å:
O1 1.601 -1.491 -3.091  -0.52
C1 1.351 -2.206 -2.155  0.46
C2 0.382 -1.743 -1.075  -0.52
C3 0.540 -0.304 -0.626  -0.41
C4 0.409 -0.040 0.901  -0.23
N1 -0.163 1.376 0.943  -0.69
C5 -1.453 1.604 1.625  0.12
O2 -1.982 2.829 1.188  -0.74
H1 1.901 -3.202 -1.763  0.10
H2 -0.494 -1.827 -1.614  0.23
H3 0.237 -2.429 -0.103  0.20
H4 -0.277 0.127 -1.130  0.21
H5 1.663 0.129 -0.991  0.22
H6 1.464 -0.135 1.386  0.19
H7 -0.141 -0.697 1.648  0.21
H8 -0.080 1.885 0.021  0.38
H9 -1.422 1.748 2.719  0.16
H10 -2.301 0.817 1.282  0.13
H11 -1.235 3.560 0.835  0.47

***

ORCA calculation (wB97M-V/def2-TZVPD) on a cluster of 5 separate species, C38H81BIO11P2 in total in a non-equilibrium geometry.

E_LUMO, eV: 2.2
HOMO energy, eV: -4.21
Net charge: -1
HOMO-LUMO gap, eV: 6.384

Each line ends with the Mulliken charge.
Atoms and positions in Å:
C1 -0.529 1.736 4.467  -1.74
C2 0.210 1.994 3.154  0.57
C3 0.458 0.679 2.403  -1.15
I1 2.370 -0.152 2.930  0.05
C4 0.208 0.716 0.879  1.12
C5 -1.347 0.471 0.807  -1.86
O1 -1.612 -0.886 1.078  -0.09
C6 -2.748 -1.152 1.872  -0.63
O2 0.778 -0.425 0.313  -0.60
P1 1.715 -0.210 -1.135  3.98
O3 2.795 0.184 -2.491  -0.89
C7 0.278 -0.699 -2.253  -1.69
C8 -0.452 -2.023 -2.011  0.16
C9 -1.723 -2.088 -2.906  -1.63
C10 -3.087 -2.128 -2.218  0.09
C11 -3.480 -3.513 -1.670  -0.39
C12 -4.997 -3.776 -1.651  -0.99
C13 -5.725 -3.585 -0.305  -0.46
C14 -6.416 -2.230 -0.132  -0.80
O4 -5.772 -1.233 -0.896  0.02
C15 -6.619 -0.229 -1.399  -0.76
C16 2.483 -1.945 -1.030  -0.36
B1 4.032 -1.870 -1.039  0.93
O5 4.808 -1.013 -0.269  -0.37
O6 4.755 -2.759 -1.871  -0.72
O7 1.163 1.477 -1.184  -0.55
C17 0.660 1.970 0.025  1.77
C18 -0.530 2.875 -0.360  -2.37
P2 1.995 3.215 0.521  -1.10
C19 1.445 4.524 1.724  -0.52
C20 2.414 4.770 2.896  -1.52
C21 3.653 2.535 0.942  1.57
C22 4.707 3.037 -0.071  -1.80
H1 -0.007 0.994 5.069  0.32
H2 -0.651 2.666 5.021  0.47
H3 -1.525 1.354 4.239  0.26
H4 -0.453 2.583 2.521  -0.13
H5 1.148 2.510 3.320  -0.02
H6 -0.231 -0.043 2.831  0.86
H7 -1.840 1.113 1.547  0.62
H8 -1.729 0.721 -0.182  0.11
H9 -3.453 -1.741 1.287  -0.22
H10 -3.213 -0.268 2.307  0.47
H11 -2.426 -1.785 2.707  0.21
H12 2.779 0.263 -0.301  -1.88
H13 2.623 -0.412 -3.229  0.17
H14 -0.466 0.096 -2.197  0.03
H15 0.614 -0.714 -3.293  0.57
H16 0.168 -2.865 -2.315  0.14
H17 -0.694 -2.176 -0.961  0.39
H18 -1.650 -2.947 -3.578  0.46
H19 -1.722 -1.204 -3.545  0.45
H20 -3.828 -1.873 -2.981  0.56
H21 -3.166 -1.345 -1.466  -0.19
H22 -3.057 -3.618 -0.670  0.14
H23 -3.003 -4.244 -2.322  0.52
H24 -5.142 -4.819 -1.937  0.46
H25 -5.485 -3.166 -2.409  0.29
H26 -5.018 -3.764 0.503  0.12
H27 -6.505 -4.344 -0.244  0.42
H28 -6.370 -1.940 0.924  0.16
H29 -7.473 -2.294 -0.406  0.59
H30 -7.233 0.229 -0.618  0.33
H31 -7.282 -0.644 -2.168  0.38
H32 -5.985 0.516 -1.872  0.01
H33 2.146 -2.428 -0.106  0.20
H34 2.184 -2.598 -1.853  -0.25
H35 4.607 -0.114 -0.579  0.20
H36 5.315 -3.297 -1.295  0.20
H37 -1.176 2.330 -1.037  0.40
H38 -1.096 3.172 0.531  0.28
H39 -0.151 3.783 -0.819  0.86
H40 0.460 4.346 2.153  0.52
H41 1.387 5.453 1.163  0.61
H42 1.922 5.311 3.704  0.30
H43 2.812 3.842 3.299  0.35
H44 3.260 5.377 2.576  0.39
H45 3.966 2.875 1.929  0.53
H46 3.685 1.454 0.969  -1.13
H47 5.223 3.913 0.326  0.41
H48 4.236 3.354 -0.997  0.49
H49 5.451 2.272 -0.289  0.30
C23 -4.217 4.327 -4.173  -0.64
C24 -3.628 4.678 -2.808  -0.57
C25 -4.013 3.457 -1.984  -0.11
O8 -4.034 2.352 -2.889  -0.31
C26 -3.970 2.825 -4.234  -0.42
H50 -3.758 4.863 -5.002  0.36
H51 -5.290 4.535 -4.184  0.28
H52 -2.542 4.757 -2.878  0.21
H53 -4.011 5.608 -2.389  0.41
H54 -5.013 3.571 -1.547  0.30
H55 -3.307 3.246 -1.181  -0.05
H56 -2.975 2.603 -4.634  0.28
H57 -4.710 2.293 -4.834  0.26
C27 7.718 0.020 2.687  -0.63
C28 7.428 -0.162 4.176  -0.54
C29 6.942 1.228 4.566  -0.51
O9 6.304 1.770 3.415  -0.42
C30 6.592 0.955 2.270  0.37
H58 7.718 -0.909 2.120  0.34
H59 8.689 0.505 2.551  0.30
H60 6.628 -0.893 4.313  0.24
H61 8.291 -0.486 4.758  0.37
H62 7.783 1.877 4.843  0.27
H63 6.230 1.214 5.394  0.27
H64 5.696 0.391 2.001  -0.22
H65 6.860 1.599 1.432  0.14
C31 5.848 -1.610 -4.779  -0.30
C32 6.604 -1.569 -6.106  -0.61
C33 6.085 -2.827 -6.792  -0.49
O10 4.752 -3.021 -6.329  -0.46
C34 4.497 -2.157 -5.208  -0.07
H66 5.770 -0.643 -4.285  0.33
H67 6.329 -2.303 -4.088  0.18
H68 6.316 -0.682 -6.676  0.28
H69 7.688 -1.565 -5.996  0.35
H70 6.684 -3.703 -6.514  0.27
H71 6.077 -2.747 -7.881  0.28
H72 3.829 -1.352 -5.535  0.15
H73 4.004 -2.722 -4.418  0.09
C35 -5.389 -3.490 5.748  -0.59
C36 -6.709 -2.792 5.426  -0.49
C37 -6.246 -1.364 5.171  -0.47
O11 -4.927 -1.456 4.635  -0.34
C38 -4.432 -2.788 4.794  -0.25
H74 -5.416 -4.568 5.600  0.34
H75 -5.102 -3.295 6.784  0.27
H76 -7.143 -3.215 4.518  0.25
H77 -7.450 -2.860 6.222  0.33
H78 -6.205 -0.788 6.103  0.27
H79 -6.881 -0.830 4.463  0.26
H80 -4.427 -3.274 3.813  0.12
H81 -3.408 -2.752 5.166  0.30

***

ORCA calculation (wB97M-V/def2-TZVPD) on a structure of composition C2H3NS4 in a non-equilibrium geometry.

E_LUMO (spin up / spin down), eV: 0.2 / -2.6
Multiplicity: 3
HOMO energy (spin up / spin down), eV: -8.16 / -8.62
Net charge: 0
<S²>: 2.011
HOMO-LUMO gap (spin up / spin down), eV: 8.406 / 6.036
Energy above the lowest of the compared OMol25 structures with the same formula, charge and spin, kcal per mole: 4.7

Each line ends with the Löwdin spin population.
Atoms and positions in Å:
C1 1.028 0.847 0.739  0.03
C2 0.006 0.326 -0.231  0.07
N1 1.610 1.907 0.675  0.30
S1 -0.627 1.218 -1.582  0.76
S2 2.098 3.260 0.132  0.62
S3 0.966 -1.311 -0.650  0.01
S4 -1.530 -0.133 0.740  0.18
H1 1.366 0.058 1.493  0.02
H2 0.578 -1.835 0.614  0.00
H3 -2.188 -0.964 -0.151  0.00

***

ORCA calculation (wB97M-V/def2-TZVPD) on a cluster of 11 separate species, C7H33NO10 in total in a non-equilibrium geometry.

E_LUMO, eV: -0.2
HOMO energy, eV: -8.79
Net charge: 0
HOMO-LUMO gap, eV: 8.588
Energy above the lowest of the compared OMol25 structures with the same formula, charge and spin, kcal per mole: 77.8

Each line ends with the natural charge from an NBO analysis.
Atoms and positions in Å:
C1 1.388 -1.383 2.638  -0.41
C2 1.450 -0.176 2.054  -0.22
C3 1.264 0.051 0.620  -0.10
C4 2.046 -0.280 -0.409  -0.03
N1 3.142 -1.147 -0.381  -0.84
C5 -0.067 0.839 0.302  -0.42
C6 -1.106 -0.295 0.400  -0.42
C7 -2.506 0.325 0.034  -0.62
H1 1.313 -2.352 2.103  0.20
H2 1.621 -1.567 3.696  0.22
H3 1.505 0.735 2.702  0.20
H4 1.732 0.144 -1.374  0.20
H5 3.964 -0.729 -0.855  0.38
H6 3.530 -1.214 0.544  0.38
H7 -0.288 1.499 1.153  0.22
H8 -0.164 1.368 -0.690  0.21
H9 -0.974 -1.342 0.108  0.22
H10 -1.251 -0.481 1.508  0.21
H11 -3.141 0.335 0.907  0.19
H12 -2.303 1.381 -0.174  0.19
H13 -2.931 -0.223 -0.841  0.23
O1 1.517 -3.383 -1.236  -0.97
H14 2.041 -2.518 -1.270  0.49
H15 1.765 -3.627 -0.296  0.46
O2 -1.874 3.370 0.250  -0.95
H16 -2.033 4.241 0.663  0.47
H17 -2.762 2.946 0.246  0.48
O3 1.431 3.702 1.730  -0.99
H18 1.494 2.932 2.274  0.50
H19 0.886 4.458 1.928  0.50
O4 1.425 2.056 -3.356  -0.96
H20 0.578 2.145 -3.755  0.46
H21 1.322 2.509 -2.519  0.50
O5 -1.297 -0.653 -2.757  -0.94
H22 -0.712 -1.414 -2.799  0.49
H23 -0.794 0.111 -2.444  0.46
O6 -3.240 -2.190 2.442  -0.98
H24 -3.554 -1.336 2.181  0.47
H25 -3.110 -2.746 1.666  0.50
O7 1.250 3.792 -1.177  -0.97
H26 1.597 3.703 -0.254  0.50
H27 0.394 4.168 -0.876  0.48
O8 -1.327 -0.984 3.919  -0.99
H28 -0.681 -0.976 3.203  0.47
H29 -2.004 -1.664 3.752  0.50
O9 0.842 -0.707 -4.228  -0.93
H30 1.392 -1.032 -3.493  0.45
H31 0.803 0.220 -3.949  0.47
O10 -2.607 -3.617 0.232  -0.95
H32 -1.701 -3.945 0.178  0.49
H33 -2.733 -3.070 -0.563  0.49

***

ORCA calculation (wB97M-V/def2-TZVPD) on a structure of composition C28H54IrP2Si in a non-equilibrium geometry.

E_LUMO (spin up / spin down), eV: -7.2 / -8.2
Multiplicity: 6
HOMO energy (spin up / spin down), eV: -12.08 / -14.30
Net charge: +2
<S²>: 8.794
HOMO-LUMO gap (spin up / spin down), eV: 4.883 / 6.107
Energy above the lowest of the compared OMol25 structures with the same formula, charge and spin, kcal per mole: 132.3

Each line ends with the Löwdin spin population.
Atoms and positions in Å:
Ir1 -0.275 -0.577 -0.312  0.85
C1 -0.150 -2.082 1.298  0.13
C2 1.318 -2.462 1.227  0.30
C3 1.076 -1.084 3.057  0.17
C4 -0.210 -1.368 2.607  0.29
C5 2.028 -1.771 2.228  0.12
C6 -1.146 -3.222 1.157  0.02
H1 -0.885 -3.892 0.349  0.01
H2 -2.145 -2.833 0.972  0.00
H3 -1.198 -3.833 2.061  0.00
C7 -1.426 -1.283 3.433  0.04
H4 -2.311 -1.602 2.863  0.00
H5 -1.608 -0.260 3.794  0.01
H6 -1.377 -1.925 4.340  0.02
C8 1.432 -0.275 4.240  0.02
H7 1.613 -0.891 5.135  0.01
H8 0.626 0.429 4.508  0.00
H9 2.349 0.306 4.074  0.00
C9 3.471 -1.896 2.483  0.01
H10 3.682 -2.608 3.299  0.01
H11 3.923 -0.938 2.781  0.00
H12 4.007 -2.260 1.596  0.00
C10 1.859 -3.575 0.433  0.05
H13 2.317 -4.342 1.088  0.01
H14 2.650 -3.250 -0.266  0.02
H15 1.080 -4.085 -0.158  0.00
C11 -1.825 0.488 -3.776  0.16
C12 -1.767 -0.959 -3.580  0.48
C13 -1.012 -1.798 -4.562  0.09
C14 0.551 -1.617 -4.532  0.09
C15 1.007 -1.033 -3.267  0.59
C16 0.748 0.336 -3.009  0.26
C17 0.560 1.247 -4.243  0.05
C18 -0.876 1.135 -4.766  0.02
H16 -1.377 -1.633 -5.586  0.02
H17 0.884 -1.059 -5.425  0.03
H18 -1.206 -2.854 -4.330  0.00
H19 -0.936 0.569 -5.705  0.00
H20 -2.810 0.994 -3.746  0.02
H21 -2.661 -1.452 -3.207  0.02
H22 -1.248 2.137 -4.993  0.00
H23 0.776 2.305 -3.997  0.00
H24 1.505 0.822 -2.378  0.01
H25 1.279 0.982 -5.036  0.01
H26 1.025 -2.611 -4.636  0.00
H27 1.795 -1.569 -2.745  0.03
P1 -1.096 0.446 -2.116  0.33
P2 1.519 0.970 -0.013  0.05
C19 -0.673 2.174 -1.677  0.06
C20 0.681 2.396 -0.948  0.01
H28 -1.522 2.535 -1.094  0.00
H29 -0.667 2.685 -2.646  0.00
H30 1.415 2.796 -1.643  0.00
H31 0.477 3.158 -0.185  0.00
C21 2.613 1.748 1.213  0.02
H32 2.770 1.037 2.027  0.00
H33 2.228 2.680 1.623  0.00
H34 3.585 1.967 0.749  0.00
C22 2.857 -0.065 -0.757  0.01
H35 3.359 0.424 -1.596  0.00
H36 2.437 -1.023 -1.071  0.00
H37 3.587 -0.285 0.028  0.00
C23 -2.826 0.177 -1.359  0.10
H38 -2.910 -0.728 -0.750  0.01
H39 -3.592 0.084 -2.139  0.01
H40 -3.123 1.014 -0.740  0.00
C24 -0.801 -2.081 -1.581  0.35
H41 -0.092 -2.522 -0.816  0.05
H42 -0.347 -2.372 -2.529  0.03
H43 -1.846 -2.384 -1.452  0.02
C25 0.332 3.160 3.036  0.00
Si1 -1.300 2.343 2.602  0.00
C26 -2.008 1.933 4.317  0.00
C27 -2.390 3.825 2.095  0.00
C28 -1.374 1.001 1.205  -0.05
H44 0.188 3.841 3.890  0.00
H45 0.708 3.772 2.209  0.00
H46 1.103 2.441 3.333  0.00
H47 -2.192 2.883 4.840  0.00
H48 -2.969 1.409 4.268  0.00
H49 -1.337 1.355 4.963  0.00
H50 -2.079 4.262 1.137  0.00
H51 -3.448 3.539 2.013  0.00
H52 -2.319 4.618 2.858  0.00
H53 -1.869 1.624 0.424  0.00
H54 -2.189 0.317 1.513  0.00